# C4H9O4

A 2-piece molecular cluster, C4H9O4 overall at a distorted geometry (the ωB97M-V functional and the def2-TZVPD basis, the OMol25 dataset).

Computed properties:
Max |F|, eV/Å: 3.64
Total energy, Eh: -458.7544
Energy above the lowest of the compared OMol25 structures with the same formula, charge and spin, kJ/mol: 296.8
Spin multiplicity: 1
Total charge: -1
Molecular weight, g mol⁻¹: 121.112
Orbital gap, eV: 6.07

CARTESIAN COORDINATES (ANGSTROEM)
C 0.60443 -0.47146 1.83067
O -0.55597 -0.91508 2.25405
C 0.29671 -0.14886 0.29214
C -0.12239 -1.27358 -0.63676
C -0.95145 -0.84028 -1.80315
O -1.76617 0.17819 -1.55013
O -1.04715 -1.23161 -2.95367
H 0.95918 0.45572 2.35132
H 1.47153 -1.11202 1.85020
H 1.08781 0.45210 -0.20717
H -0.59519 0.52456 0.37289
H 0.66640 -1.97537 -0.88934
H -0.87579 -1.82644 0.09617
H -2.47253 0.44872 -2.21794
H 1.52884 2.02241 0.62158
H 0.42373 2.81553 0.23954
O 1.34801 2.89746 0.34960

=====

# C4H9O6S

A 2-piece molecular cluster, C4H9O6S overall at a distorted geometry (the ωB97M-V functional and the def2-TZVPD basis, the OMol25 dataset).

Computed properties:
Max |F|, eV/Å: 3.76
Total energy, Eh: -1007.4763
Energy above the lowest of the compared OMol25 structures with the same formula, charge and spin, kJ/mol: 0.0
Spin multiplicity: 1
Total charge: -1
Molecular weight, g mol⁻¹: 185.177
Orbital gap, eV: 8.25

CARTESIAN COORDINATES (ANGSTROEM)
C -1.50358 -1.04582 -0.00827
C 0.29370 1.77471 -0.14594
C -0.01844 -1.21610 0.31814
C 0.84732 -0.25530 -0.47296
O 3.17489 -1.09837 -1.14800
O 3.14104 1.04483 0.00366
O 2.74177 -1.00834 1.26396
O 1.04691 2.24242 0.88130
O 0.16302 -1.09302 1.70152
O 0.80517 -0.45738 -1.83594
S 2.61201 -0.32868 -0.02760
H -2.06739 -1.90456 0.34836
H -1.87399 -0.15552 0.49220
H -1.62705 -0.93951 -1.08240
H 0.55251 2.13324 -1.13945
H -0.76376 1.76348 0.07991
H 0.29157 -2.23438 -0.00892
H 1.98128 1.96093 0.67110
H 1.13915 -1.07112 1.82901
H 1.73273 -0.72639 -2.04126

=====

# C4H9OS

An isolated ion of composition C4H9OS and charge -1 at a distorted geometry (the ωB97M-V functional and the def2-TZVPD basis, the OMol25 dataset).

Computed properties:
Max |F|, eV/Å: 2.92
Total energy, Eh: -631.1940
Energy above the lowest of the compared OMol25 structures with the same formula, charge and spin, kJ/mol: 165.6
Spin multiplicity: 1
Total charge: -1
Molecular weight, g mol⁻¹: 105.182
Orbital gap, eV: 5.25

CARTESIAN COORDINATES (ANGSTROEM)
C -2.02971 -0.13145 -1.51002
O -2.96266 -1.02914 -1.72947
C -1.44080 -0.25449 -0.06711
C 0.07918 0.28196 -0.04130
C 0.92643 -0.32643 1.01056
S 2.51958 0.65650 1.15546
H -2.39931 0.88946 -1.67361
H -1.09165 -0.21669 -2.11310
H -1.99448 0.26835 0.73351
H -1.37172 -1.41958 0.16679
H 0.52284 0.09914 -1.01349
H -0.02943 1.32974 0.07364
H 1.18960 -1.37101 0.89889
H 0.51521 -0.16203 2.03955
H 2.83645 0.89414 -0.11647

=====

# C4H9P

One molecule with the formula C4H9P at a distorted geometry (the ωB97M-V functional and the def2-TZVPD basis, the OMol25 dataset).

Computed properties:
Max |F|, eV/Å: 5.33
Total energy, Eh: -499.0652
Energy above the lowest of the compared OMol25 structures with the same formula, charge and spin, kJ/mol: 100.7
Spin multiplicity: 1
Total charge: 0
Molecular weight, g mol⁻¹: 88.090
Orbital gap, eV: 9.87

CARTESIAN COORDINATES (ANGSTROEM)
C -0.77777 0.09111 0.13852
C 0.86164 -0.51103 0.26961
C -0.81161 1.49681 0.80477
C 1.30048 -1.47319 -0.81713
P -0.46785 -1.27010 1.27848
H -1.15995 -0.00045 -0.87725
H 1.42038 0.26127 0.63036
H -1.79398 1.64561 1.26687
H -0.86338 2.31490 0.04524
H 0.01558 1.66919 1.35896
H 2.44051 -1.59282 -0.94120
H 1.11772 -1.03974 -1.84919
H 0.70667 -2.34697 -0.55580
H -0.31536 -0.52361 2.38832

=====

# C4H9P

A 2-piece molecular cluster, C4H9P overall at a distorted geometry (the ωB97M-V functional and the def2-TZVPD basis, the OMol25 dataset).

Computed properties:
Max |F|, eV/Å: 6.10
Total energy, Eh: -499.0463
Energy above the lowest of the compared OMol25 structures with the same formula, charge and spin, kJ/mol: 150.2
Spin multiplicity: 1
Total charge: 0
Molecular weight, g mol⁻¹: 88.090
Orbital gap, eV: 10.39

CARTESIAN COORDINATES (ANGSTROEM)
C 0.68773 -0.23343 0.40999
C -0.09741 -0.15091 -0.81113
C 0.15398 -0.94250 -2.00634
C -1.49988 1.13681 1.20658
P -1.11041 -0.61516 0.63714
H 1.43118 -0.99596 0.47924
H 0.98757 0.64069 0.98486
H -0.32987 1.25678 -1.25463
H -0.59220 -0.83483 -2.63478
H 0.41651 -2.01666 -1.74505
H 1.02959 -0.69024 -2.56606
H -0.72315 1.74656 0.76210
H -1.51034 1.23942 2.36994
H -2.59284 1.50631 0.82995

=====

# C4H9P

One molecule with the formula C4H9P at a distorted geometry (the ωB97M-V functional and the def2-TZVPD basis, the OMol25 dataset).

Computed properties:
Max |F|, eV/Å: 6.81
Total energy, Eh: -499.0631
Energy above the lowest of the compared OMol25 structures with the same formula, charge and spin, kJ/mol: 106.3
Spin multiplicity: 1
Total charge: 0
Molecular weight, g mol⁻¹: 88.090
Orbital gap, eV: 10.16

CARTESIAN COORDINATES (ANGSTROEM)
C 0.04127 -1.18412 -0.01820
C -0.45191 0.17483 0.44418
C 0.68933 0.05395 -0.56380
C -1.78347 0.56831 -0.31223
P 2.50305 0.23547 -0.02304
H 0.58187 -1.68886 0.73036
H -0.56372 -1.73292 -0.56234
H -0.17733 0.42128 1.37734
H 0.61558 0.30006 -1.62823
H -1.76840 0.25006 -1.46218
H -1.87014 1.64871 -0.06524
H -2.56929 0.10040 0.24386
H 2.36106 -0.63301 1.23679
H 2.39211 1.48584 0.60273

=====

# C4H9PS

One molecule with the formula C4H9PS at a distorted geometry (the ωB97M-V functional and the def2-TZVPD basis, the OMol25 dataset).

Computed properties:
Max |F|, eV/Å: 4.43
Total energy, Eh: -897.2570
Energy above the lowest of the compared OMol25 structures with the same formula, charge and spin, kJ/mol: 228.6
Spin multiplicity: 1
Total charge: 0
Molecular weight, g mol⁻¹: 120.157
Orbital gap, eV: 8.02

CARTESIAN COORDINATES (ANGSTROEM)
C -0.45317 -0.42874 1.59459
C 0.17611 -1.65069 1.09877
C 0.26613 1.45468 -2.08294
C 0.39753 0.42429 -0.98833
P -1.40783 -0.56266 3.02522
S -0.65435 0.91373 0.45429
H 0.29789 -1.76916 -0.00533
H 1.24567 -1.62921 1.61950
H -0.22096 -2.59591 1.36032
H -0.47338 2.20584 -1.85460
H 1.33318 1.92268 -2.24474
H -0.06817 1.14110 -3.09527
H 1.29203 0.25668 -0.53715
H -0.06515 -0.43873 -1.49317
H -1.66553 0.75611 3.14884

=====

# C4HF5

One molecule with the formula C4HF5 at a distorted geometry (the ωB97M-V functional and the def2-TZVPD basis, the OMol25 dataset).

Computed properties:
Max |F|, eV/Å: 4.73
Total energy, Eh: -652.1689
Energy above the lowest of the compared OMol25 structures with the same formula, charge and spin, kJ/mol: 280.2
Spin multiplicity: 1
Total charge: 0
Molecular weight, g mol⁻¹: 144.042
Orbital gap, eV: 8.17

CARTESIAN COORDINATES (ANGSTROEM)
C 0.81488 -0.90880 -0.28657
C -0.67521 -0.76543 -0.02821
C -1.62964 0.15645 0.32656
C 1.58142 0.27107 -0.22363
F -1.30355 -1.95577 -0.21565
F -2.93017 -0.11892 0.27803
F -1.36579 1.36723 0.75543
F 2.68742 0.20812 -0.96172
F 1.01951 1.46889 -0.43390
H 1.80114 0.27715 0.78966